Entry from the Open Molecules 2025 dataset: C23H15Cl2N2O5S3W as an isolated structure (wB97M-V/def2-TZVPD).

The geometry in XYZ format:
```
51
Properties=species:S:1:pos:R:3:forces:R:3
W 0.55943 0.22442 -0.23201 0.45 0.41 -0.49
C 1.64138 -3.86777 0.92052 0.01 -0.03 -0.02
O 0.64309 -3.80881 1.94522 0.10 0.11 0.09
C -0.55279 -3.23491 1.72419 -0.21 -0.03 -0.07
C -1.60724 -3.69418 2.50282 0.11 0.00 -0.06
C -2.89982 -3.18946 2.38745 -0.06 0.03 0.02
C -3.17425 -2.19898 1.47723 0.06 -0.04 0.00
C -2.12259 -1.67214 0.71050 0.09 -0.03 0.03
C -2.39270 -0.68436 -0.26805 0.01 0.04 -0.06
N -1.47634 0.04570 -0.84060 -0.13 -0.09 0.20
N -1.88731 0.79345 -1.92451 0.07 0.11 -0.11
C -0.85074 1.30233 -2.49659 -0.14 -0.05 0.14
O 0.35609 0.98958 -2.00756 -0.05 0.03 0.27
C -0.91290 2.25704 -3.59914 -0.05 -0.08 -0.11
C 0.25317 2.62672 -4.26720 -0.03 0.01 0.02
C 0.18834 3.56644 -5.28163 0.00 0.01 -0.01
C -1.03100 4.13639 -5.62370 0.00 0.00 -0.01
C -2.19285 3.76523 -4.95825 0.00 -0.01 0.01
C -2.13954 2.82300 -3.94703 0.02 0.02 -0.01
C -0.80850 -2.18081 0.82562 -0.05 -0.01 0.04
O 0.18388 -1.67066 0.08858 -0.07 -0.10 0.01
H 2.34348 -4.62451 1.25866 0.00 0.00 -0.02
H 2.14890 -2.91304 0.80194 0.00 -0.02 0.00
H 1.20336 -4.17193 -0.03039 0.00 0.00 0.00
H -1.38609 -4.48318 3.20963 0.00 -0.01 0.00
H -3.68422 -3.59534 3.01036 -0.01 0.00 0.00
H -4.17554 -1.80948 1.35366 -0.01 0.02 0.00
H -3.41030 -0.52942 -0.61488 0.00 0.01 0.01
H 1.20020 2.18551 -3.98807 0.00 -0.01 0.01
H 1.08819 3.85600 -5.80673 0.01 0.00 0.00
H -1.07820 4.87260 -6.41505 0.01 0.00 0.00
H -3.13916 4.21302 -5.22855 -0.01 0.00 0.00
H -3.03509 2.53048 -3.41627 0.00 -0.01 0.01
Cl 4.27822 -1.40577 5.32536 -0.01 0.00 0.00
C 3.06925 -0.87232 4.21872 0.02 0.01 -0.03
C 1.75032 -0.79410 4.63909 -0.02 0.02 -0.07
C 0.77835 -0.37305 3.74782 0.18 -0.01 0.01
Cl -0.86539 -0.28911 4.23596 -0.07 0.01 0.01
C 1.12680 -0.02594 2.44474 -0.09 -0.03 0.02
O 0.11038 0.36951 1.59947 0.04 -0.05 -0.21
C 2.46540 -0.11445 2.02042 0.04 -0.08 0.23
C 2.86533 0.28446 0.61924 0.02 -0.18 -0.15
O 2.24194 -0.58501 -0.40249 0.01 0.09 0.31
C 3.43215 -0.53845 2.92302 -0.12 0.01 -0.03
H 1.47801 -1.06523 5.64868 -0.01 0.00 0.01
H 3.93883 0.23705 0.45387 -0.03 0.03 0.03
H 4.46739 -0.61109 2.61873 0.01 0.01 -0.01
S 0.36974 5.02680 -1.39376 -0.03 -0.07 0.06
C -0.38273 4.00454 -0.53310 -0.02 0.02 -0.06
S -1.15351 2.96460 0.34907 0.07 0.05 0.03
S 2.17713 1.92862 0.21504 -0.16 -0.10 -0.02
```
Forces are in eV/Å.

## Properties
HOMO level in eV: -11.554
Total charge: +1
Spin multiplicity: 1


Entry from the Open Molecules 2025 dataset: C9H16N2PSSr as an isolated structure in a non-equilibrium geometry (wB97M-V/def2-TZVPD).

The geometry in XYZ format:
```
30
Properties=species:S:1:pos:R:3:forces:R:3
C 0.89566 0.09932 -3.61695 0.90 -1.95 -2.23
C 0.05397 0.02363 -4.78089 0.32 1.16 0.15
C -0.69219 -1.15991 -4.84820 0.89 0.68 -1.09
C -0.23079 -2.01258 -3.82939 1.58 2.12 0.72
C 0.82000 -1.22782 -3.05136 -1.35 -1.08 -1.50
Sr -1.48267 0.04233 -2.52971 -1.81 -0.16 0.18
P 0.09523 2.20897 -1.49103 -0.61 2.19 0.39
H 1.70550 0.88005 -3.59144 -0.97 -1.12 0.57
H 0.09915 0.75381 -5.57594 -0.38 0.30 0.13
H -1.35004 -1.32363 -5.72933 0.34 -0.32 1.10
H 1.46862 -1.64126 -2.28422 -0.46 0.17 0.07
H -0.68479 -2.98247 -3.79658 0.46 -0.58 0.94
H -0.76297 2.99453 -0.64034 0.12 -0.47 -0.20
H 0.36150 3.40462 -2.23726 -0.07 -0.44 -0.19
H 1.16105 2.50293 -0.66535 0.89 -0.32 0.55
S -0.58515 -0.82354 0.03797 0.65 0.13 0.81
C -0.29665 -0.32433 1.65275 -0.67 -0.85 1.86
N -1.34981 -0.11926 2.48972 -0.26 0.09 -0.22
C -1.25409 -0.12145 3.97945 0.19 -0.52 -1.12
C 0.07969 0.42951 4.50294 0.23 -2.17 -0.25
C 1.23999 -0.15208 3.67643 -0.59 -0.20 -0.94
N 0.90470 -0.34582 2.24934 0.81 -0.76 -1.61
H -2.28304 -0.33831 2.09405 1.02 0.38 0.25
H -1.40179 -1.15006 4.32297 0.17 0.02 0.02
H -2.12829 0.43321 4.28220 -0.12 0.45 0.53
H 0.24067 0.02929 5.53582 -0.27 0.69 -0.54
H 0.08531 1.47573 4.46463 0.01 1.55 0.14
H 1.48022 -1.13418 4.06558 0.14 -0.26 0.16
H 2.16595 0.43069 3.64365 -0.19 0.26 0.50
H 1.64505 -0.85191 1.67051 -0.99 1.03 0.82
```
Forces are in eV/Å.

## Properties
HOMO level (spin up / spin down) in eV: 0.180 / -0.823
Total charge: -1
Spin multiplicity: 1